Entry i
{
  "formula": "C4H6N2S",
  "method": "wB97M-V/def2-TZVPD",
  "smiles": "SCn1ccnc1",
  "total_charge": 0,
  "species": ["S", "C", "N", "C", "C", "N", "C", "H", "H", "H", "H", "H", "H"],
  "xyz": [[-2.458, -0.101, -0.737], [-1.159, 0.198, 0.603], [0.227, 0.115, 0.271], [1.230, 1.097, -0.383], [2.240, 0.291, -0.793], [1.998, -1.037, -0.457], [0.815, -1.073, 0.056], [-1.970, -1.245, -1.000], [-1.348, -0.701, 1.316], [-1.230, 1.108, 1.178], [1.169, 2.119, -0.155], [3.113, 0.720, -1.203], [0.395, -1.922, 0.551]]
}

---

Entry ii
{
  "formula": "C4H6N2S",
  "method": "wB97M-V/def2-TZVPD",
  "smiles": "C=C1SC=NN1C",
  "total_charge": 0,
  "species": ["C", "C", "S", "C", "N", "N", "C", "H", "H", "H", "H", "H", "H"],
  "xyz": [[0.167, -1.917, -0.615], [-0.567, -0.835, -0.241], [-2.251, -0.536, -0.053], [-1.904, 1.287, 0.145], [-0.702, 1.612, 0.065], [0.183, 0.674, -0.236], [1.474, 0.671, 0.360], [-0.476, -2.792, -0.899], [1.279, -2.123, -0.614], [-2.622, 1.964, 0.572], [1.703, -0.315, 0.657], [2.322, 0.963, -0.342], [1.394, 1.349, 1.199]]
}

---

entry i has the most favorable energy; the next structure is 1.623 eV above.

---

Entry i
{
  "formula": "C4H6N2S",
  "method": "wB97M-V/def2-TZVPD",
  "smiles": "Cn1cc(S)cn1",
  "total_charge": 0,
  "species": ["C", "N", "C", "C", "S", "C", "N", "H", "H", "H", "H", "H", "H"],
  "xyz": [[0.830, -0.054, 2.015], [0.101, -0.117, 0.752], [0.748, 0.093, -0.334], [-0.203, 0.104, -1.321], [-0.128, 0.925, -3.001], [-1.397, -0.231, -0.620], [-1.228, -0.381, 0.656], [0.581, 0.755, 2.723], [1.969, 0.084, 1.768], [0.469, -1.046, 2.622], [1.843, -0.054, -0.472], [-1.136, 0.170, -3.664], [-2.448, -0.248, -1.123]]
}

---

Entry ii
{
  "formula": "C4H6N2S",
  "method": "wB97M-V/def2-TZVPD",
  "smiles": "[H]/N=C(/C=S)N1CC1",
  "total_charge": 0,
  "species": ["H", "N", "C", "C", "S", "N", "C", "C", "H", "H", "H", "H", "H"],
  "xyz": [[1.798, 1.892, -0.046], [0.803, 1.972, 0.106], [0.269, 0.829, -0.105], [-1.210, 0.785, 0.080], [-2.155, -0.513, -0.022], [1.003, -0.264, -0.504], [2.271, -0.580, 0.071], [1.065, -1.471, 0.228], [-1.552, 1.803, 0.314], [3.079, -0.811, -0.602], [2.615, -0.079, 0.966], [0.922, -2.382, -0.349], [0.606, -1.562, 1.213]]
}

---

entry i has the most favorable energy; the next structure is 0.078 eV above.

---

Entry i
{
  "formula": "C27H54O27",
  "method": "wB97M-V/def2-TZVPD",
  "smiles": "COC(=O)OC.COC(=O)OC.COC(=O)OC.COC(=O)OC.COC(=O)OC.COC(=O)OC.COC(=O)OC.COC(=O)OC.COC(=O)OC",
  "total_charge": 0,
  "species": ["C", "O", "C", "O", "O", "C", "H", "H", "H", "H", "H", "H", "C", "O", "C", "O", "O", "C", "H", "H", "H", "H", "H", "H", "C", "O", "C", "O", "O", "C", "H", "H", "H", "H", "H", "H", "C", "O", "C", "O", "O", "C", "H", "H", "H", "H", "H", "H", "C", "O", "C", "O", "O", "C", "H", "H", "H", "H", "H", "H", "C", "O", "C", "O", "O", "C", "H", "H", "H", "H", "H", "H", "C", "O", "C", "O", "O", "C", "H", "H", "H", "H", "H", "H", "C", "O", "C", "O", "O", "C", "H", "H", "H", "H", "H", "H", "C", "O", "C", "O", "O", "C", "H", "H", "H", "H", "H", "H"],
  "xyz": [[5.766, 6.073, 14.328], [5.165, 6.926, 13.395], [5.554, 8.168, 13.374], [6.274, 8.689, 14.148], [4.753, 8.825, 12.468], [4.899, 10.257, 12.176], [5.101, 5.826, 15.156], [6.673, 6.477, 14.778], [6.156, 5.138, 13.926], [5.883, 10.720, 12.252], [4.273, 10.872, 12.821], [4.570, 10.334, 11.139], [4.817, 10.229, 16.458], [4.178, 11.167, 17.326], [3.975, 12.374, 16.866], [4.156, 12.824, 15.725], [3.411, 13.106, 17.849], [2.845, 14.387, 17.485], [4.573, 10.310, 15.399], [4.578, 9.188, 16.678], [5.885, 10.371, 16.620], [1.906, 14.289, 16.940], [3.568, 14.943, 16.888], [2.814, 14.986, 18.395], [1.551, 10.426, 9.553], [0.969, 10.500, 10.853], [1.364, 11.325, 11.814], [2.174, 12.229, 11.629], [0.681, 11.108, 12.966], [0.706, 12.075, 14.030], [2.636, 10.480, 9.638], [1.167, 11.216, 8.908], [1.353, 9.470, 9.068], [0.201, 11.820, 14.962], [0.194, 12.955, 13.640], [1.726, 12.249, 14.375], [4.241, 6.007, 18.647], [5.383, 6.305, 17.848], [6.177, 7.213, 18.330], [6.246, 7.579, 19.476], [7.014, 7.553, 17.272], [8.016, 8.538, 17.488], [3.741, 5.084, 18.355], [3.477, 6.746, 18.405], [4.384, 5.956, 19.727], [8.308, 8.927, 16.513], [8.781, 7.973, 18.021], [7.869, 9.439, 18.083], [5.521, 2.912, 15.708], [5.234, 1.927, 16.710], [5.787, 1.878, 17.928], [6.420, 2.810, 18.430], [5.681, 0.638, 18.399], [6.441, 0.156, 19.576], [5.796, 2.245, 14.892], [6.366, 3.517, 16.038], [4.711, 3.504, 15.282], [6.237, 0.632, 20.535], [7.479, 0.379, 19.331], [6.267, -0.910, 19.724], [3.664, 4.806, 10.851], [3.838, 3.366, 10.717], [4.409, 2.585, 11.716], [4.958, 2.908, 12.768], [4.108, 1.252, 11.434], [4.550, 0.184, 12.223], [3.241, 5.043, 9.875], [4.640, 5.284, 10.945], [3.094, 5.148, 11.714], [5.594, 0.459, 12.371], [4.477, -0.705, 11.596], [4.008, 0.165, 13.168], [4.633, 16.115, 5.608], [4.962, 15.147, 6.647], [4.083, 14.666, 7.444], [2.845, 14.666, 7.324], [4.736, 14.148, 8.472], [3.931, 13.596, 9.568], [4.624, 17.126, 6.016], [3.650, 15.903, 5.187], [5.431, 16.116, 4.866], [4.600, 13.148, 10.302], [3.096, 12.952, 9.292], [3.482, 14.402, 10.150], [5.680, 8.633, 8.654], [4.650, 9.612, 8.527], [4.542, 10.262, 7.274], [5.369, 10.107, 6.285], [3.432, 10.956, 7.260], [2.922, 11.473, 6.053], [6.689, 8.998, 8.459], [5.428, 7.801, 7.997], [5.605, 8.206, 9.654], [3.631, 11.954, 5.379], [2.077, 12.120, 6.291], [2.561, 10.670, 5.410], [9.540, 6.279, 13.129], [9.616, 6.355, 14.493], [9.078, 5.420, 15.262], [8.651, 4.303, 14.969], [9.374, 5.840, 16.544], [9.080, 5.084, 17.652], [9.656, 5.249, 12.792], [10.399, 6.860, 12.793], [8.620, 6.700, 12.725], [8.192, 5.425, 18.184], [9.984, 5.061, 18.261], [8.829, 4.063, 17.367]]
}

---

Entry ii
{
  "formula": "C27H54O27",
  "method": "wB97M-V/def2-TZVPD",
  "smiles": "COC(=O)OC.COC(=O)OC.COC(=O)OC.COC(=O)OC.COC(=O)OC.COC(=O)OC.COC(=O)OC.COC(=O)OC.COC(=O)OC",
  "total_charge": 0,
  "species": ["C", "O", "C", "O", "O", "C", "H", "H", "H", "H", "H", "H", "C", "O", "C", "O", "O", "C", "H", "H", "H", "H", "H", "H", "C", "O", "C", "O", "O", "C", "H", "H", "H", "H", "H", "H", "C", "O", "C", "O", "O", "C", "H", "H", "H", "H", "H", "H", "C", "O", "C", "O", "O", "C", "H", "H", "H", "H", "H", "H", "C", "O", "C", "O", "O", "C", "H", "H", "H", "H", "H", "H", "C", "O", "C", "O", "O", "C", "H", "H", "H", "H", "H", "H", "C", "O", "C", "O", "O", "C", "H", "H", "H", "H", "H", "H", "C", "O", "C", "O", "O", "C", "H", "H", "H", "H", "H", "H"],
  "xyz": [[2.000, -4.294, -1.375], [1.551, -4.658, -2.677], [2.266, -4.223, -3.692], [3.259, -3.541, -3.618], [1.682, -4.584, -4.826], [2.320, -4.226, -6.038], [1.932, -3.203, -1.354], [3.035, -4.558, -1.165], [1.367, -4.677, -0.583], [3.353, -4.578, -6.080], [2.249, -3.161, -6.239], [1.834, -4.831, -6.802], [-0.037, 0.173, -5.838], [0.039, -0.415, -7.112], [-0.083, 0.384, -8.156], [-0.217, 1.570, -8.119], [0.026, -0.353, -9.260], [0.097, 0.390, -10.481], [0.366, -0.505, -5.091], [-1.050, 0.483, -5.578], [0.589, 1.068, -5.762], [0.499, -0.319, -11.200], [0.888, 1.131, -10.340], [-0.837, 0.853, -10.783], [-0.296, 6.076, 3.088], [-0.736, 6.097, 1.745], [-0.576, 4.976, 1.062], [0.011, 4.007, 1.456], [-1.169, 5.137, -0.115], [-0.901, 4.157, -1.103], [-0.917, 5.445, 3.728], [-0.359, 7.062, 3.540], [0.724, 5.700, 3.150], [-1.736, 4.086, -1.793], [-0.828, 3.182, -0.614], [0.033, 4.318, -1.640], [-2.247, 1.181, 3.864], [-2.345, 1.108, 5.281], [-3.244, 1.866, 5.855], [-3.969, 2.672, 5.327], [-3.208, 1.636, 7.172], [-3.968, 2.522, 7.999], [-2.104, 2.200, 3.495], [-3.190, 0.829, 3.449], [-1.381, 0.629, 3.523], [-5.002, 2.500, 7.647], [-3.627, 3.551, 7.892], [-3.885, 2.093, 8.990], [-2.412, -4.047, 6.056], [-2.441, -2.932, 5.172], [-3.099, -3.101, 4.021], [-3.706, -4.099, 3.707], [-3.013, -1.986, 3.332], [-3.779, -1.812, 2.144], [-1.957, -4.939, 5.628], [-3.415, -4.239, 6.428], [-1.771, -3.746, 6.882], [-3.601, -2.552, 1.366], [-3.593, -0.799, 1.807], [-4.836, -1.906, 2.406], [6.008, 1.747, -3.607], [6.019, 1.750, -2.177], [6.839, 2.565, -1.521], [7.683, 3.241, -2.054], [6.614, 2.465, -0.244], [7.517, 3.040, 0.688], [7.069, 1.732, -3.871], [5.530, 2.625, -4.030], [5.586, 0.788, -3.888], [8.495, 2.568, 0.574], [7.150, 2.827, 1.685], [7.610, 4.106, 0.481], [-4.409, 3.712, 1.459], [-5.380, 3.014, 0.680], [-5.220, 1.742, 0.409], [-4.250, 1.071, 0.676], [-6.346, 1.290, -0.151], [-6.382, -0.103, -0.476], [-4.278, 3.265, 2.445], [-4.884, 4.679, 1.631], [-3.496, 3.880, 0.891], [-5.594, -0.435, -1.146], [-7.352, -0.229, -0.949], [-6.387, -0.697, 0.437], [1.886, -6.007, 4.227], [2.677, -4.878, 3.864], [2.445, -4.308, 2.696], [1.696, -4.692, 1.835], [3.097, -3.159, 2.663], [2.950, -2.313, 1.546], [2.387, -6.399, 5.108], [1.867, -6.836, 3.520], [0.865, -5.687, 4.418], [1.940, -1.896, 1.537], [3.156, -2.802, 0.594], [3.631, -1.474, 1.664], [-0.880, 0.159, 0.761], [0.440, 0.025, 0.278], [0.704, 0.179, -1.015], [-0.109, 0.473, -1.859], [1.962, -0.161, -1.225], [2.411, -0.493, -2.530], [-0.937, 1.153, 1.218], [-1.024, -0.564, 1.563], [-1.671, 0.105, 0.015], [3.267, 0.147, -2.739], [1.714, -0.495, -3.362], [2.798, -1.514, -2.499]]
}

---

entry ii has the most favorable energy; the next structure is 3.176 eV above.